{"formula": "C18H24NO4P", "method": "ωB97M-V/def2-TZVPD", "e_homo_ev": -7.841, "e_above_lowest_ev": 14.383, "e_lumo_ev": 0.4668, "multiplicity": 1, "homo_lumo_gap_ev": 8.3, "species": ["C", "C", "H", "H", "O", "P", "O", "C", "C", "C", "C", "C", "C", "H", "H", "N", "C", "H", "H", "H", "C", "H", "H", "H", "H", "H", "H", "H", "H", "C", "C", "C", "C", "C", "C", "C", "O", "C", "H", "H", "H", "H", "H", "H", "H", "O", "H", "H"], "positions_angstrom": [[0.0649, 4.2858, 0.7510], [-1.2732, 4.1119, 0.2067], [-1.5883, 5.0651, -0.4220], [-2.0268, 3.9943, 1.0570], [-1.5643, 2.8043, -0.7691], [-1.7258, 1.4497, 0.1675], [-2.3824, 1.4711, 1.6125], [-0.0067, 0.8993, -0.0248], [0.8109, 1.0964, -1.0786], [2.1721, 0.4899, -0.9893], [2.5403, -0.0245, 0.1254], [1.6226, -0.3061, 1.0916], [0.4813, -0.0451, 1.0691], [-0.1871, 0.0848, 2.0571], [2.0284, -0.9800, 1.9313], [3.7757, -0.8277, 0.2169], [4.8214, -0.6080, -0.8947], [4.3722, -0.8082, -1.8444], [5.8304, -0.8563, -0.8381], [4.9568, 0.6785, -0.8556], [4.3082, -1.4524, 1.1830], [3.5941, -2.1907, 1.7089], [5.3410, -1.7292, 1.1261], [4.3624, -0.7112, 2.2991], [2.7643, 0.8827, -2.0761], [0.6061, 1.6776, -1.8359], [0.3034, 3.2515, 1.2858], [0.7175, 4.4858, -0.2241], [0.0396, 5.1644, 1.3550], [-2.6608, 0.5646, -1.0717], [-2.9911, -0.5928, -0.5221], [-4.2106, -0.8740, 0.1183], [-4.4173, -1.9646, 0.9771], [-3.5514, -3.1632, 0.9304], [-2.3790, -2.9804, 0.2469], [-2.0287, -1.5497, -0.4265], [-0.8923, -1.5485, -1.3597], [0.0800, -2.5216, -0.8872], [-0.2838, -3.4361, -1.5806], [0.3140, -2.5917, -0.0369], [0.9850, -2.2199, -1.5844], [-1.7786, -3.6565, 0.4949], [-3.8214, -3.9862, 1.5336], [-5.4176, -2.2372, 1.5390], [-4.9927, 0.0265, 0.1768], [-1.9677, 0.4731, -2.4247], [-1.2632, -0.1432, -2.3085], [-3.4817, 1.0473, -1.2061]], "nbo_charge": [-0.658, -0.067, 0.202, 0.211, -0.833, 2.100, -1.042, -0.444, -0.136, -0.259, 0.207, -0.276, -0.188, 0.257, 0.217, -0.455, -0.404, 0.205, 0.220, 0.167, -0.341, 0.176, 0.227, 0.075, 0.238, 0.214, 0.232, 0.214, 0.236, -0.284, -0.185, -0.164, -0.201, -0.201, -0.222, 0.340, -0.568, -0.203, 0.198, 0.142, 0.196, 0.184, 0.216, 0.219, 0.225, -0.701, 0.488, 0.224]}